# 1
A 2-piece molecular cluster, C30H50BBrFN5O7 overall, computed with the ωB97M-V functional and the def2-TZVPD basis.

Atoms and positions in Å:
H1 -0.410 3.223 -4.873
H2 5.940 6.347 -5.064
C1 0.693 -2.250 0.066
H3 0.863 -0.311 -2.720
H4 -1.780 0.052 -2.485
H5 4.672 -0.706 1.600
H6 -3.242 0.206 2.991
C2 1.184 -4.794 -0.454
H7 0.470 5.013 3.847
H8 0.719 0.681 -4.742
H9 5.871 5.066 -6.327
C3 1.240 -3.380 -0.872
H10 -0.078 -3.605 1.541
H11 1.473 4.891 2.296
O1 -0.035 2.799 1.458
H12 -3.357 -0.488 4.649
C4 2.092 3.900 -2.669
H13 -2.347 -2.393 -3.234
O2 4.989 3.253 -4.503
H14 4.071 -0.086 0.031
C5 0.465 4.746 2.763
C6 -1.302 -2.553 -2.861
H15 1.742 -6.893 -1.134
H16 1.728 -0.328 0.781
H17 -2.004 -2.302 3.854
H18 -1.277 0.256 2.843
N1 -1.259 -1.685 1.256
C7 0.540 3.694 -2.964
H19 -6.156 -1.350 7.383
C8 1.886 -3.136 -2.158
C9 4.312 -1.028 0.582
H20 5.126 -1.627 0.110
H21 2.285 4.378 -1.675
C10 -6.509 -0.859 6.447
H22 -8.199 -1.277 5.107
C11 0.004 3.261 2.560
Br1 -4.106 -1.383 0.710
F1 1.460 -1.447 3.655
H23 1.966 -2.063 -2.469
H24 -0.563 -1.803 -3.222
H25 -2.917 -3.890 -0.870
C12 -7.683 -1.734 5.956
N2 0.642 -2.872 1.441
H26 7.066 4.907 -4.980
H27 -6.986 0.065 6.844
H28 2.184 5.765 -3.804
H29 -3.646 -2.843 3.395
O3 -0.359 2.558 3.723
C13 0.334 1.328 3.794
C14 -1.002 0.517 -1.828
C15 -0.878 -0.066 -0.389
H30 0.742 -5.131 0.505
C16 -2.545 -2.221 1.634
H31 1.103 1.296 -1.961
N3 0.279 -1.105 3.111
H32 -7.345 -2.732 5.661
H33 -0.992 -3.564 -3.253
H34 -8.423 -1.862 6.761
N4 3.108 -1.917 0.752
C17 -0.129 -1.784 2.084
C18 -0.519 0.009 3.631
C19 2.336 -5.324 -2.579
C20 0.430 2.795 -4.252
C21 6.026 5.245 -5.229
O4 4.182 5.077 -3.420
H35 -4.713 -0.794 3.539
H36 -1.045 -0.191 4.596
C22 -2.875 -2.045 3.198
H37 2.266 -0.873 -0.838
H38 1.332 2.847 -4.917
O5 -1.945 -3.947 -0.862
O6 1.515 1.353 3.930
C23 5.004 4.447 -4.356
H39 -0.970 1.034 -4.301
C24 1.747 -5.802 -1.339
C25 -0.794 -1.633 -0.182
H40 -1.798 0.266 0.171
O7 -5.624 -0.722 5.442
N5 2.410 -4.043 -3.011
H41 -0.243 5.423 2.213
H42 0.151 4.726 -3.177
C26 2.785 4.813 -3.745
H43 2.631 2.909 -2.658
H44 2.777 4.380 -4.773
H45 0.014 3.296 -2.066
C27 0.391 0.698 -2.579
B1 -1.370 -2.687 -1.247
C28 1.911 -1.249 0.160
H46 3.003 -1.965 1.769
H47 -1.363 1.583 -1.702
H48 -0.049 0.506 0.120
H49 2.767 -6.106 -3.254
C29 -3.594 -0.689 3.565
H50 -2.581 -3.338 1.490
C30 0.090 1.272 -4.015

Output
ΔE to the lowest compared entry with this formula, charge and spin	416.8	kJ/mol
HOMO-LUMO gap	3.18	eV
2S+1	1

# 2
C30H50BrCoN3P2S as an isolated structure, computed with the ωB97M-V functional and the def2-TZVPD basis.

Atoms and positions in Å:
H1 2.492 3.802 0.245
C1 -3.147 -2.105 2.804
H2 -5.981 1.279 2.951
H3 1.917 0.717 -1.664
Br1 -3.125 -4.833 1.286
C2 3.090 -2.479 0.295
H4 4.535 0.038 3.515
C3 -1.047 4.163 -1.308
C4 0.623 2.956 0.998
H5 4.632 -3.755 -0.326
H6 1.045 4.775 -0.190
N1 -4.100 1.369 2.025
H7 5.565 0.828 2.372
H8 -4.335 3.302 1.345
H9 5.208 -2.142 0.053
H10 1.134 2.330 1.748
H11 2.612 1.844 -0.548
H12 -2.601 2.774 1.491
C5 2.270 -1.770 3.136
H13 -3.585 2.153 0.089
H14 2.759 -2.097 -0.708
H15 -5.433 -2.176 1.320
P1 0.150 1.658 -0.374
C6 -1.893 -4.328 -1.396
C7 4.862 0.016 2.474
H16 2.418 -3.323 0.522
H17 -2.032 1.380 -6.581
H18 4.064 0.404 0.453
C8 -3.335 0.243 2.125
C9 1.123 0.239 -4.560
H19 4.017 -2.993 3.449
C10 -0.319 -0.392 -2.859
H20 -5.128 2.811 3.014
H21 -0.297 3.284 1.508
H22 1.659 4.823 1.430
C11 -5.252 -1.164 1.684
C12 -3.622 2.468 1.189
C13 3.735 0.292 1.507
H23 -0.091 4.602 -1.605
S1 -1.599 0.370 2.206
H24 -2.005 2.184 -1.265
H25 -3.715 -2.784 3.461
H26 -2.282 -1.744 3.378
C14 1.504 4.144 0.581
C15 -0.040 -1.226 -1.963
N2 -3.915 -0.984 2.289
H27 -1.148 -3.118 -3.143
H28 -5.314 -0.494 0.790
N3 0.064 0.941 -6.544
H29 -4.627 1.556 4.090
H30 2.648 -0.940 3.749
C16 1.189 0.492 -5.918
Co1 -1.250 -1.055 0.494
H31 4.745 -3.350 1.374
C17 0.035 -2.625 -0.069
C18 -1.092 -3.394 -2.094
C19 1.802 1.747 -1.299
H32 -2.755 -2.707 1.990
H33 2.977 2.771 -2.760
C20 -0.129 0.416 -3.959
H34 -1.773 4.615 -1.988
H35 1.291 2.542 -3.237
C21 -1.718 -4.237 0.014
H36 -2.574 -5.020 -1.887
C22 -1.151 1.113 -5.968
H37 1.825 -0.424 -4.035
H38 2.684 -3.284 4.535
H39 -0.841 2.386 -2.510
P2 2.551 -1.120 1.444
H40 1.168 -1.725 3.248
C23 -1.258 0.970 -4.597
C24 4.523 -2.933 0.378
H41 5.413 -0.891 2.205
H42 2.532 -3.926 2.913
C25 -0.577 -3.728 0.646
C26 2.922 -3.084 3.494
H43 -2.216 0.871 -4.081
C27 -5.010 1.747 3.093
H44 3.070 1.164 1.739
C28 -0.251 -2.510 -1.432
H45 1.768 3.808 -2.044
H46 0.789 -1.930 0.393
H47 -6.115 -0.943 2.297
C29 -1.029 2.652 -1.467
C30 1.945 2.791 -2.401
H48 -1.309 4.416 -0.281
H49 -0.224 -4.041 1.651
H50 2.117 0.306 -6.467

Output
ΔE to the lowest compared entry with this formula, charge and spin	0.0	kJ/mol
charge	+2
HOMO-LUMO gap (alpha / beta)	7.44 / 4.36	eV
2S+1	4

# 3
C30H50Cl3N4NiO4Si as an isolated structure, computed with the ωB97M-V functional and the def2-TZVPD basis.

Atoms and positions in Å:
H1 1.669 -1.663 -8.402
H2 -1.642 1.929 -6.339
H3 -2.212 1.782 3.534
H4 -0.253 1.417 -5.363
H5 -2.150 0.006 0.232
H6 -5.818 -0.357 4.340
C1 -1.151 -0.038 0.657
Si1 -2.062 -0.320 -4.996
H7 -3.785 -1.750 4.518
H8 0.228 5.227 -1.995
H9 -1.109 0.659 -9.747
N1 -2.821 -3.512 -1.214
H10 -3.300 1.851 5.735
C2 -1.891 3.789 -2.145
H11 -0.884 -4.316 -1.565
Ni1 2.328 1.723 -3.832
H12 2.451 -0.034 1.970
H13 -2.698 -2.502 0.568
H14 -0.781 1.018 4.200
O1 -3.740 -1.453 -0.829
H15 -4.923 -0.379 2.802
C3 -0.344 1.083 -9.086
O2 2.239 0.324 -4.928
C4 -3.089 -2.418 -0.462
H16 -2.624 -1.208 -7.286
C5 2.087 -3.671 -7.635
H17 0.277 5.223 -3.768
H18 -0.754 -0.810 -2.867
H19 -4.850 1.068 3.870
H20 -1.430 -4.233 0.142
C6 -1.359 1.440 -5.396
H21 -3.470 -4.698 -2.777
N2 -0.128 0.272 -0.149
H22 -3.528 4.999 -3.703
H23 1.347 4.001 -8.540
C7 -4.893 -0.030 3.845
C8 1.360 0.797 -7.319
C9 -2.252 1.555 5.675
H24 -1.620 0.688 -2.706
C10 -3.063 -0.508 -6.553
H25 -0.050 -0.746 -8.017
C11 0.296 0.292 -8.099
H26 -2.742 -3.166 -3.303
H27 -4.376 -3.170 -2.545
N3 -1.616 4.873 -2.897
C12 0.381 -0.436 2.512
H28 -2.123 -5.448 -0.988
C13 2.268 -1.522 -6.378
H29 3.115 -3.903 -7.322
Cl1 0.970 2.521 -2.389
C14 -2.505 5.245 -3.972
C15 -1.746 -4.424 -0.889
C16 1.410 -0.063 1.658
C17 -1.735 -0.329 -3.101
H30 -2.247 4.744 -4.913
H31 2.275 -3.227 -4.979
C18 2.636 -2.195 -5.089
C19 -0.319 5.515 -2.894
C20 1.050 2.953 -8.425
H32 -2.036 0.814 6.449
C21 -0.925 -0.408 2.004
H33 -4.048 -0.845 -6.206
H34 -2.511 -0.836 -2.509
O3 -2.712 -1.945 2.459
Cl2 4.402 2.232 -4.567
C22 -3.710 -0.658 4.561
C23 -1.869 1.055 4.291
H35 -3.680 -0.325 5.608
C24 1.701 2.134 -7.496
H36 3.377 0.310 -6.570
H37 -0.398 3.037 -10.031
C25 1.126 0.253 0.313
C26 -2.069 -0.919 2.808
H38 1.901 0.522 -0.388
H39 3.731 -2.188 -5.009
H40 -0.458 6.599 -2.922
H41 -2.408 6.318 -4.134
H42 -1.754 2.101 -4.617
C27 1.932 -2.193 -7.501
N4 -2.385 -0.283 3.978
H43 1.953 -4.034 -8.660
H44 -1.160 3.620 -1.335
O4 -2.852 3.038 -2.309
H45 2.555 2.507 -6.904
H46 1.422 -4.267 -6.983
H47 -3.109 0.481 -7.045
C28 0.056 2.416 -9.255
H48 -1.657 2.447 5.884
Cl3 -0.808 -1.906 -5.316
H49 0.562 -0.727 3.531
C29 2.335 0.012 -6.315
H50 2.257 -1.576 -4.264
C30 -3.386 -3.635 -2.546

Output
ΔE to the lowest compared entry with this formula, charge and spin	0.0	kJ/mol
charge	-1
HOMO-LUMO gap (alpha / beta)	7.61 / 7.57	eV
2S+1	3

# 4
C30H51AsF2NReSi4 as an isolated structure, computed with the ωB97M-V functional and the def2-TZVPD basis.

Atoms and positions in Å:
Si1 1.584 0.097 -2.852
H1 0.343 -2.233 4.223
H2 5.988 3.321 1.514
H3 -1.951 -1.124 -2.405
C1 1.257 3.391 2.799
H4 -2.048 -2.863 -2.135
H5 -1.360 -4.767 1.670
C2 2.920 -0.790 -1.911
H6 -0.240 0.808 -4.593
Si2 -2.977 -1.675 -0.192
H7 2.987 1.087 -4.576
H8 -3.653 -2.657 3.121
H9 3.607 -0.107 -1.413
H10 -0.524 3.882 0.039
C3 -3.723 -3.272 0.434
Re1 0.244 0.855 0.120
C4 0.546 -3.600 -0.892
H11 -2.201 -3.583 3.521
C5 -0.122 -1.256 4.354
C6 -2.058 1.884 -4.631
C7 2.386 1.508 -3.768
H12 -0.072 -1.570 -3.800
H13 -2.957 -2.559 4.735
C8 0.473 2.291 2.827
C9 -3.067 2.513 -3.917
Si3 0.428 -3.161 0.914
C10 -2.712 -2.637 3.671
H14 0.632 -0.497 4.152
H15 -2.999 -4.003 0.785
H16 0.655 -2.731 -1.538
H17 -3.894 2.984 -4.428
C11 -4.199 -0.301 0.094
C12 -0.372 2.263 1.616
F1 5.630 5.008 -0.408
H18 -1.439 2.087 1.757
H19 2.188 0.610 1.867
C13 2.208 0.691 0.772
As1 -0.948 -1.179 1.020
H20 0.815 -0.757 -5.077
H21 -2.786 0.447 4.767
H22 2.805 -3.501 1.414
C14 -2.701 0.365 3.681
C15 -3.005 2.529 -2.533
C16 -0.870 1.302 -2.593
C17 -2.558 -1.913 -1.985
H23 -3.761 2.995 -1.918
C18 -0.033 3.530 0.934
H24 -3.846 0.688 -0.179
C19 5.105 3.141 0.918
C20 4.810 3.976 -0.144
H25 -0.416 -1.173 5.403
C21 3.110 1.852 0.410
H26 3.504 4.454 -1.764
H27 0.232 -5.491 1.539
H28 0.462 1.547 3.610
H29 2.578 -1.541 -1.205
H30 -0.155 -4.491 2.933
H31 1.988 2.580 -1.284
F2 -1.859 1.893 -0.568
H32 -0.347 -4.142 -1.205
H33 3.483 -1.319 -2.683
H34 1.691 2.216 -4.210
H35 1.599 -2.000 -4.128
H36 2.659 -0.237 0.426
C22 3.701 3.781 -0.942
C23 4.249 2.085 1.183
H37 -3.708 0.234 3.284
H38 -2.311 1.310 3.317
H39 2.456 -1.777 1.363
H40 -3.498 -1.947 -2.542
H41 -4.508 -0.273 1.139
H42 1.988 -2.721 2.765
H43 -4.259 -3.725 -0.403
Si4 -1.666 -1.138 3.317
H44 -5.086 -0.522 -0.505
H45 3.063 2.059 -3.111
C24 2.070 -2.739 1.679
H46 -4.445 -3.100 1.231
H47 1.405 -4.252 -1.057
C25 0.955 4.161 1.611
C26 -1.927 1.919 -1.942
N1 0.188 0.713 -1.816
H48 1.441 5.078 1.321
H49 4.465 1.430 2.017
C27 -0.984 1.288 -3.988
C28 -0.304 -4.593 1.859
C29 0.899 -1.165 -4.071
C30 2.861 2.716 -0.650
H50 1.988 3.661 3.545
H51 -2.100 1.851 -5.710

Output
ΔE to the lowest compared entry with this formula, charge and spin	79.9	kJ/mol
charge	+1
HOMO-LUMO gap (alpha / beta)	6.92 / 7.08	eV
2S+1	2

# 5
C30H51BN3O2P2SW as an isolated structure, computed with the ωB97M-V functional and the def2-TZVPD basis.

Atoms and positions in Å:
H1 3.978 -0.414 -1.896
N1 -1.458 -1.678 -1.211
H2 -1.554 -2.777 3.166
H3 2.638 -5.254 -1.419
B1 -0.962 -0.365 -0.944
H4 1.916 -5.449 0.164
H5 -0.390 -5.141 1.191
C1 0.847 4.729 0.411
H6 2.260 1.772 4.910
C2 0.453 1.582 -3.296
C3 -0.859 3.480 1.719
C4 -3.063 -0.216 -1.869
C5 -0.035 4.002 -3.132
H7 3.503 -2.093 0.520
H8 2.250 4.181 -1.942
W1 0.835 0.184 0.150
H9 -1.472 5.146 -1.251
C6 2.090 -3.377 -0.575
S1 2.244 1.190 2.036
H10 -1.101 3.868 -3.326
N2 -0.161 0.649 2.957
H11 2.069 -2.867 2.849
C7 -2.727 -1.577 -1.784
C8 1.071 1.085 3.281
H12 1.180 -5.026 2.016
H13 -1.268 4.338 2.259
C9 -3.599 -2.562 -2.230
C10 2.087 3.129 -2.161
C11 -1.595 4.832 -0.221
C12 -4.818 -2.154 -2.747
H14 -0.589 1.302 -3.462
H15 0.117 4.948 -2.618
H16 -1.823 0.744 5.827
H17 1.627 -3.326 -2.710
H18 0.679 -2.857 3.932
C13 1.279 1.421 4.623
H19 0.735 5.478 1.199
H20 -6.119 -0.516 -3.230
H21 -5.521 -2.898 -3.100
H22 0.898 -5.111 -1.241
H23 -1.529 -1.633 1.817
O1 -0.431 0.331 1.678
C14 -4.287 0.189 -2.387
H24 0.887 1.835 -4.266
H25 2.644 2.894 -3.072
C15 0.596 2.815 -2.392
H26 3.270 -3.687 1.237
P1 -0.234 2.419 -0.753
C16 0.122 -3.112 1.872
C17 3.335 -3.148 0.291
H27 3.310 -3.021 -2.319
H28 1.054 -1.439 2.950
C18 3.785 0.217 -1.037
C19 -1.965 1.951 -1.186
H29 2.105 -1.754 -2.109
H30 -2.575 4.366 -0.115
C20 1.850 -4.884 -0.757
C21 0.164 -4.638 1.986
H31 -2.116 0.165 3.395
H32 4.048 1.245 -1.257
C22 -1.002 0.846 5.132
H33 -3.341 -3.613 -2.178
H34 -2.277 2.494 -2.081
H35 4.324 -0.136 -0.165
C23 0.258 1.301 5.537
C24 -1.193 0.525 3.822
C25 1.038 -2.525 2.953
H36 0.429 1.564 6.574
H37 4.215 -3.522 -0.238
C26 -0.461 3.939 0.308
H38 -2.624 2.258 -0.372
P2 0.645 -2.469 0.190
N3 -1.990 0.528 -1.373
C27 -0.748 -2.900 -0.943
C28 2.284 -2.817 -2.003
H39 -1.627 2.704 1.716
O2 2.365 0.164 -0.766
H40 -2.037 -3.299 1.562
H41 -4.557 1.236 -2.448
C29 -1.333 -2.665 2.101
H42 -0.310 -4.908 2.934
H43 1.083 5.263 -0.508
H44 0.012 3.128 2.271
H45 -0.342 -3.338 -1.854
C30 -5.158 -0.799 -2.822
H46 0.984 0.705 -2.922
H47 2.526 2.563 -1.343
H48 -1.604 5.734 0.397
H49 1.694 4.092 0.679
H50 0.459 4.083 -4.103
H51 -1.386 -3.650 -0.476

Output
ΔE to the lowest compared entry with this formula, charge and spin	0.0	kJ/mol
charge	+2
HOMO-LUMO gap (alpha / beta)	6.42 / 6.27	eV
2S+1	2